# 1
Computed, not measured: a structure of composition C12H17BN6OTi in a non-equilibrium geometry, with ωB97M-V/def2-TZVPD.

Structure (XYZ):
```
38
Properties=species:S:1:pos:R:3:nbo_charge:R:1
C -3.01257 0.42454 1.02871 0.05
N -2.11640 -0.23209 0.24488 -0.46
N -2.81728 -1.19504 -0.51328 -0.30
C -4.10714 -1.16994 -0.15704 0.10
C -4.27408 -0.15826 0.82971 -0.29
B -2.07868 -2.16543 -1.54255 0.50
N -1.14075 -1.40207 -2.52751 -0.30
N -0.27162 -0.38173 -2.09104 -0.49
C 0.39246 0.10330 -3.19707 0.04
C -0.11388 -0.54667 -4.30904 -0.29
C -1.05665 -1.47458 -3.84835 0.11
Ti -0.24915 -0.56050 -0.17535 1.51
N -1.21038 -3.20357 -0.78560 -0.33
N -0.17985 -2.76263 0.02477 -0.43
C 0.35202 -3.95262 0.54377 0.02
C -0.36464 -5.06542 0.06962 -0.30
C -1.33155 -4.54237 -0.78749 0.07
H 1.18275 -4.07652 1.24383 0.25
H -2.10558 -5.00900 -1.37837 0.26
H -0.26423 -6.10889 0.29343 0.27
H -2.90097 -2.77723 -2.19065 0.02
H -1.68894 -2.16995 -4.37947 0.26
H -4.78798 -1.86030 -0.66147 0.27
H 0.16057 -0.38510 -5.32251 0.27
H -5.14571 0.12864 1.37185 0.27
H 1.14817 0.88163 -3.11705 0.25
H -2.65085 1.17653 1.72489 0.25
H 1.53975 -0.96490 0.01002 0.18
C 2.00200 -0.02097 -0.07693 -0.82
H 2.45708 -0.01497 -1.02864 0.29
H 1.35121 0.78173 -0.03089 0.21
H 2.70333 -0.04424 0.77274 0.29
C 0.86700 0.40484 3.10825 -0.73
C -0.26380 -0.18049 2.31914 0.45
O -1.23715 -0.78779 2.74376 -0.30
H 0.61256 0.31375 4.17940 0.29
H 1.01841 1.46262 2.83598 0.28
H 1.78319 -0.16082 2.86157 0.27
```

Summary:
2S+1: 3
LUMO level (spin up / spin down), Eh: -0.294 / -0.328
Molar mass, g/mol: 319.99
Total charge: +2
HOMO-LUMO gap (spin up / spin down), eV: 7.9 / 7.0
Highest occupied orbital energy (spin up / spin down), eV: -15.87 / -15.88



# 2
Computed, not measured: a structure of composition C7H23N6 in a non-equilibrium geometry, with ωB97M-V/def2-TZVPD.

Structure (XYZ):
```
36
Properties=species:S:1:pos:R:3:nbo_charge:R:1
C 0.51772 -2.01213 -2.85117 -0.63
C -2.89842 2.48878 1.97401 -0.68
C 1.95468 -1.92356 -2.39571 -0.40
C 2.02809 -1.65391 -0.85275 -0.43
C -1.87037 1.57157 1.27544 -0.13
C 1.45228 -0.29593 -0.32849 0.20
C -0.13264 -0.29365 -0.39927 0.55
N -0.50541 1.84382 1.84591 -0.79
N -2.29789 0.18045 1.88142 -0.84
N 1.77705 -0.11454 1.13120 -0.86
N 1.90474 0.93535 -1.12561 -0.85
N -0.79616 -1.11752 0.31165 -0.81
N -0.82696 0.49787 -1.27928 -0.75
H 0.30180 -1.27240 -3.64001 0.22
H -0.15482 -1.95218 -2.05372 0.20
H 0.32486 -2.95012 -3.38594 0.24
H -2.43132 2.88764 2.99535 0.16
H -3.23513 3.46560 1.43952 0.24
H -3.87045 1.87665 2.26596 0.22
H 2.47892 -1.12230 -2.90377 0.20
H 2.55859 -2.76587 -2.56194 0.23
H 3.03956 -1.77009 -0.37817 0.22
H 1.51580 -2.56617 -0.42875 0.22
H -0.46907 2.73220 1.34534 0.45
H 0.29263 1.19523 1.36525 0.47
H -3.23389 0.03010 1.74743 0.40
H -1.93268 -0.07940 2.87283 0.36
H 2.79608 0.02296 1.11848 0.39
H 1.64578 -1.04148 1.56644 0.38
H 2.56022 0.74484 -1.80479 0.38
H -0.49032 1.84221 2.89576 0.39
H -0.29721 -1.63217 1.07953 0.37
H -1.70546 -0.62486 1.02208 0.44
H 2.16196 1.66601 -0.52002 0.37
H -0.36707 0.78345 -2.10825 0.43
H -1.79549 0.42355 -1.11595 0.42
```

Summary:
LUMO level, Eh: -0.094
Molar mass, g/mol: 191.30
Total charge: +1
Energy relative to the best compared isomer or geometry (same formula, charge and spin), kcal/mol: 141.4
HOMO-LUMO gap, eV: 8.1
Highest occupied orbital energy, eV: -10.69



# 3
Computed, not measured: a structure of composition C39H45N5O3P2SSr in a non-equilibrium geometry, with ωB97M-V/def2-TZVPD.

Structure (XYZ):
```
96
Properties=species:S:1:pos:R:3:mulliken_charge:R:1
Sr -1.21210 0.53541 -0.01008 1.35
N -1.25280 -0.74245 2.60950 -0.14
C -1.98402 0.00404 3.63960 -0.84
C -3.39132 0.29601 3.14505 0.42
C -3.97352 1.58281 3.71726 -1.02
C -3.19545 2.82328 3.26214 -0.86
N -2.86617 2.74249 1.85034 -0.09
H -1.85279 -1.46156 2.16107 0.17
H -0.47497 -1.24748 3.01440 0.11
H -1.46429 0.95373 3.80608 0.15
H -2.01983 -0.51523 4.60661 0.42
H -4.04777 -0.55709 3.33295 0.61
H -3.33767 0.40304 2.06019 -0.35
H -3.98391 1.56578 4.81261 0.35
H -5.01725 1.66804 3.39754 0.41
H -2.24620 2.87424 3.80521 0.34
H -3.76330 3.71921 3.55233 0.39
H -2.23920 3.46965 1.53990 0.34
H -3.68232 2.72425 1.25266 0.05
O 1.02850 1.05577 0.31169 0.33
P 2.32420 0.43073 -0.08626 0.45
C 2.24502 -0.37254 -1.71596 -1.75
P 0.93596 -1.64212 -1.83222 0.06
O -0.28052 -1.17427 -1.11016 0.26
C 1.57851 -3.15221 -1.11963 0.38
C 0.83444 -3.71309 -0.08363 -0.49
C 1.29607 -4.86872 0.53375 -0.64
C 2.47626 -5.46183 0.11175 -0.59
C 3.20943 -4.90877 -0.93301 -0.85
C 2.76344 -3.75125 -1.54664 -0.26
C 0.62141 -1.85373 -3.58409 0.48
C -0.05035 -0.80646 -4.21995 -0.63
C -0.40601 -0.92358 -5.55208 -0.73
C -0.09721 -2.08377 -6.25196 -0.49
C 0.55362 -3.13172 -5.61837 -0.70
C 0.90875 -3.02229 -4.28145 -0.35
C 3.64749 1.64767 -0.19256 0.63
C 4.41248 1.87560 -1.33076 -0.38
C 5.39293 2.85905 -1.32532 -0.76
C 5.61093 3.61343 -0.18331 -0.54
C 4.84676 3.39092 0.95603 -0.69
C 3.86716 2.41403 0.95225 -0.57
C 2.85401 -0.79059 1.11694 0.39
C 3.93981 -1.63543 0.89862 -0.30
C 4.30797 -2.54925 1.87033 -0.57
C 3.60473 -2.60821 3.06822 -0.65
C 2.53748 -1.75336 3.29585 -0.57
C 2.15872 -0.84177 2.31967 -0.71
H 3.21239 -0.78722 -2.01128 0.74
H 1.97913 0.41307 -2.43025 0.82
H -0.09901 -3.25104 0.22962 0.29
H 0.72138 -5.30666 1.33990 0.49
H 2.82814 -6.36557 0.59414 0.43
H 4.12571 -5.38053 -1.26493 0.42
H 3.33692 -3.31914 -2.36137 0.48
H -0.34607 0.08083 -3.66725 0.26
H -0.94347 -0.11795 -6.03466 0.46
H -0.38252 -2.17705 -7.29204 0.38
H 0.77282 -4.04291 -6.15951 0.42
H 1.39238 -3.85372 -3.78323 0.38
H 4.24798 1.29957 -2.23306 0.35
H 5.98337 3.03556 -2.21490 0.42
H 6.37752 4.37772 -0.17916 0.40
H 5.01922 3.97999 1.84814 0.44
H 3.26023 2.24696 1.83579 0.41
H 4.49727 -1.58899 -0.03081 0.30
H 5.14054 -3.21839 1.69539 0.45
H 3.89430 -3.32471 3.82659 0.41
H 1.99393 -1.79913 4.23163 0.48
H 1.31379 -0.18071 2.46878 0.66
S -2.56239 2.30173 -2.10722 -0.43
C -4.12657 1.78204 -1.53672 0.17
C -5.29658 2.10709 -2.25192 -0.82
C -6.51814 1.66864 -1.79355 -0.17
C -6.57848 0.90212 -0.62999 -0.95
C -5.38695 0.62898 0.01259 -0.32
N -4.19795 1.06001 -0.40901 0.41
H -5.20994 2.69531 -3.15483 0.40
H -7.42259 1.91281 -2.33845 0.36
H -7.51457 0.52326 -0.24304 0.40
H -5.36969 0.01967 0.91394 0.37
N 1.36849 4.87000 1.68650 0.07
C 1.17151 5.02083 0.33145 -0.76
C 0.14564 4.17956 0.01921 -0.33
N -0.28280 3.51644 1.14683 -0.17
C 0.46417 3.95389 2.12505 -0.47
H 2.03220 5.36595 2.24951 0.18
H 1.75738 5.70212 -0.26234 0.41
H -0.33231 4.01344 -0.93618 0.39
H 0.39781 3.65012 3.16055 0.47
C -3.51028 -2.26054 -1.14239 -1.46
C -2.77183 -1.72401 0.09910 0.94
O -2.64915 -2.57929 1.01796 -0.89
H -3.79915 -3.31420 -1.02350 0.35
H -2.85589 -2.14790 -2.01650 0.04
H -4.39500 -1.64846 -1.34772 0.31
```

Summary:
LUMO level, Eh: -0.002
Molar mass, g/mol: 813.46
Energy relative to the best compared isomer or geometry (same formula, charge and spin), kcal/mol: 25.7
HOMO-LUMO gap, eV: 4.9
Highest occupied orbital energy, eV: -4.94



# 4
Computed, not measured: a structure of composition C18H17Cl4O5Pt, with ωB97M-V/def2-TZVPD.

Structure (XYZ):
```
45
Properties=species:S:1:pos:R:3:nbo_charge:R:1
Pt -0.02835 0.16272 -0.34562 1.20
Cl -6.55730 -1.59592 2.54907 -0.03
C -5.01105 -1.59389 1.74798 -0.07
C -4.19427 -0.48269 1.83533 -0.25
C -2.96368 -0.51136 1.21127 -0.13
Cl -1.93679 0.89001 1.27848 0.04
C -2.45894 -1.62583 0.48963 0.32
O -1.30070 -1.67479 -0.05563 -0.76
C -3.37361 -2.71259 0.41637 -0.10
Cl -2.88313 -4.10432 -0.48756 0.00
C -4.60897 -2.70968 1.02991 -0.24
H -4.50755 0.39522 2.38325 0.23
H -5.25142 -3.57407 0.93935 0.23
C 3.63859 -1.33614 -0.63779 -0.62
C 2.15337 -1.70130 -0.75217 0.10
C 1.97899 -3.05557 -1.44975 -0.63
O 1.47311 -0.70878 -1.46118 -0.85
H 4.19271 -2.10538 -0.09315 0.19
H 3.73633 -0.38364 -0.11289 0.21
H 4.05661 -1.22913 -1.64144 0.19
H 1.76576 -1.80887 0.27595 0.14
H 2.38752 -2.98925 -2.46080 0.19
H 0.91404 -3.28183 -1.51561 0.22
H 2.48819 -3.85366 -0.90211 0.18
C 1.86267 5.66106 2.31320 -0.63
C 3.30132 5.29826 2.08517 -0.06
C 4.29687 5.63049 2.98553 -0.21
C 5.61310 5.25837 2.74943 -0.06
Cl 6.84163 5.66982 3.91341 -0.03
C 5.95401 4.56292 1.60861 -0.22
C 4.96554 4.22922 0.69200 -0.30
C 3.64323 4.58099 0.92573 0.39
O 2.61819 4.32717 0.08245 -0.51
C 2.67757 3.23241 -0.82276 -0.16
C 1.47054 2.32048 -0.56849 0.75
O 0.65402 2.14389 -1.49598 -0.68
O 1.40028 1.76881 0.56166 -0.72
H 1.73341 6.17176 3.26643 0.20
H 1.24733 4.76019 2.29884 0.24
H 1.49866 6.30282 1.50922 0.22
H 4.04954 6.17861 3.88589 0.22
H 6.98350 4.28660 1.42667 0.22
H 5.24607 3.70131 -0.20903 0.22
H 3.57796 2.63512 -0.67905 0.19
H 2.64243 3.60517 -1.84525 0.20
```

Summary:
2S+1: 3
LUMO level (spin up / spin down), Eh: 0.091 / 0.082
Molar mass, g/mol: 650.22
Total charge: -1
Energy relative to the best compared isomer or geometry (same formula, charge and spin), kcal/mol: 8.3
HOMO-LUMO gap (spin up / spin down), eV: 7.0 / 7.3
Highest occupied orbital energy (spin up / spin down), eV: -4.56 / -5.04



# 5
Computed, not measured: an isolated molecule of C3H7NO2S in a non-equilibrium geometry, with ωB97M-V/def2-TZVPD.

Structure (XYZ):
```
14
Properties=species:S:1:pos:R:3:nbo_charge:R:1
C 0.42577 0.92548 -0.51886 -0.24
C 1.74148 0.27278 -0.96856 -0.55
S 1.61542 -1.51112 -1.49828 -0.08
N -0.29411 0.24623 0.55289 -0.64
C -1.45479 0.70643 1.09572 0.88
O -2.08385 -0.50658 1.57394 -0.75
O -1.94304 1.72468 1.51133 -0.61
H -0.21716 1.12498 -1.33379 0.19
H 0.46089 2.01087 -0.22191 0.23
H 2.26567 0.79503 -1.91726 0.25
H 2.49727 0.71875 -0.37701 0.25
H 2.44734 -2.38121 -0.88916 0.15
H -0.36855 -0.84312 0.53308 0.44
H -2.93310 -0.14387 1.97639 0.49
```

Summary:
LUMO level, Eh: 0.021
Molar mass, g/mol: 121.16
SMILES: O=C(O)NCCS
Energy relative to the best compared isomer or geometry (same formula, charge and spin), kcal/mol: 46.1
HOMO-LUMO gap, eV: 10.3
Highest occupied orbital energy, eV: -9.69



# 6
Computed, not measured: the ion C8H9NO3P with charge -1 in a non-equilibrium geometry, with ωB97M-V/def2-TZVPD.

Structure (XYZ):
```
22
Properties=species:S:1:pos:R:3:nbo_charge:R:1
C -2.78829 -1.04530 -0.23279 -0.23
C -2.02506 -1.86362 0.58012 -0.24
C -2.31779 0.12969 -0.74188 -0.23
C -0.68946 -1.58551 0.78230 -0.19
C -1.05731 0.52444 -0.42192 -0.04
C -0.25492 -0.36294 0.30920 0.00
C -0.33530 1.85468 -0.62907 -0.23
C 1.20813 0.42994 0.68511 -0.41
N 0.78375 1.87537 0.31588 -0.61
O 2.60249 -0.15414 -1.80082 -1.17
O 3.84579 0.31123 0.40197 -1.03
O 2.47690 -1.87644 0.10180 -1.17
P 2.53486 -0.46596 -0.32986 2.33
H -3.78352 -1.23771 -0.66844 0.20
H -2.32710 -2.91855 0.82453 0.20
H -2.99709 0.75470 -1.26104 0.19
H -0.03522 -2.24144 1.40178 0.24
H -0.13659 1.93101 -1.72705 0.21
H -1.08666 2.69907 -0.37846 0.18
H 1.43055 0.57385 1.73910 0.21
H 4.54878 0.43117 -0.19960 0.48
H 0.40303 2.23645 1.24914 0.33
```

Summary:
LUMO level, Eh: 0.125
Molar mass, g/mol: 198.14
SMILES: O=[P@@]([O-])(O)[C@H]1NCc2ccccc21
Total charge: -1
Energy relative to the best compared isomer or geometry (same formula, charge and spin), kcal/mol: 0.0
HOMO-LUMO gap, eV: 8.4
Highest occupied orbital energy, eV: -4.98